{
  "formula": "C11H14ClNO6PPdS2",
  "method": "ωB97M-V/def2-TZVPD",
  "multiplicity": 4,
  "lumo_ev": [4.935, 4.165],
  "s2": 3.76,
  "fmax_ha_per_bohr": 0.01111,
  "homo_lumo_gap_ev": [6.4, 6.5],
  "charge": -2,
  "elements": ["Pd", "C", "C", "O", "P", "S", "S", "O", "C", "C", "H", "H", "H", "H", "H", "H", "H", "H", "H", "H", "N", "C", "C", "C", "C", "C", "C", "C", "H", "H", "H", "H", "O", "Cl", "O", "O", "O"],
  "positions_angstrom": [[1.281, 1.095, 0.833], [2.995, 0.218, 4.409], [1.555, 0.678, 4.427], [0.723, -0.315, 3.816], [-0.110, 0.059, 2.476], [-1.165, -1.513, 1.967], [1.749, 3.195, 1.546], [-1.023, 1.244, 3.160], [-1.651, 2.221, 2.344], [-3.056, 1.805, 1.961], [3.632, 0.976, 4.871], [3.340, 0.056, 3.388], [3.108, -0.716, 4.962], [1.443, 1.640, 3.918], [1.188, 0.797, 5.452], [-1.037, 2.416, 1.463], [-1.657, 3.147, 2.926], [-3.039, 0.891, 1.367], [-3.530, 2.601, 1.380], [-3.662, 1.616, 2.849], [-1.198, 2.922, -5.987], [-0.842, 2.607, -4.937], [-0.397, 2.214, -3.620], [-1.332, 1.978, -2.615], [-0.895, 1.615, -1.349], [0.463, 1.484, -1.049], [1.381, 1.695, -2.087], [0.964, 2.064, -3.356], [-2.390, 2.079, -2.831], [-1.641, 1.418, -0.589], [2.442, 1.563, -1.906], [1.686, 2.233, -4.146], [4.914, 0.083, -1.164], [4.158, -0.707, -0.212], [4.915, -1.882, 0.151], [2.883, -1.082, -0.795], [3.901, 0.094, 0.987]]
}



{
  "formula": "C11H14IO4PdTe4",
  "method": "ωB97M-V/def2-TZVPD",
  "multiplicity": 3,
  "lumo_ev": [1.792, 1.780],
  "s2": 2.05,
  "fmax_ha_per_bohr": 0.05246,
  "homo_lumo_gap_ev": [5.2, 5.2],
  "charge": -1,
  "elements": ["Pd", "C", "O", "C", "C", "O", "C", "H", "H", "H", "H", "H", "H", "H", "H", "H", "H", "Te", "Te", "Te", "Te", "I", "C", "C", "C", "C", "C", "C", "C", "O", "O", "H", "H", "H", "H"],
  "positions_angstrom": [[1.565, -1.209, -1.564], [-1.987, -0.567, -2.870], [-1.452, -1.668, -2.105], [-2.171, -2.122, -1.000], [-1.149, -2.908, -0.219], [-0.104, -2.024, 0.211], [0.839, -2.627, 1.102], [-2.921, -0.879, -3.384], [-1.236, -0.361, -3.627], [-2.183, 0.344, -2.282], [-2.998, -2.786, -1.322], [-2.619, -1.299, -0.382], [-0.749, -3.696, -0.909], [-1.633, -3.348, 0.664], [1.358, -3.464, 0.649], [0.297, -2.973, 2.039], [1.507, -1.822, 1.440], [3.620, -3.049, -1.039], [4.291, -0.599, -0.924], [2.815, 0.682, -3.520], [1.498, -1.369, -4.268], [-1.396, 5.423, 3.839], [-0.571, 4.003, 2.599], [0.611, 3.455, 3.099], [1.244, 2.470, 2.349], [0.703, 2.072, 1.135], [-0.467, 2.694, 0.627], [-1.116, 3.652, 1.378], [1.276, 0.909, 0.439], [2.433, 0.505, 0.757], [0.539, 0.353, -0.459], [0.959, 3.765, 4.099], [2.128, 1.964, 2.706], [-0.895, 2.306, -0.296], [-2.034, 4.173, 1.040]]
}



{
  "formula": "C11H14N",
  "method": "ωB97M-V/def2-TZVPD",
  "multiplicity": 1,
  "lumo_ev": -5.507,
  "fmax_ha_per_bohr": 0.02411,
  "homo_lumo_gap_ev": 6.3,
  "charge": 1,
  "elements": ["C", "C", "C", "C", "C", "C", "C", "C", "C", "C", "C", "N", "H", "H", "H", "H", "H", "H", "H", "H", "H", "H", "H", "H", "H", "H"],
  "positions_angstrom": [[-1.181, 0.522, 1.579], [-0.447, 1.494, 1.191], [-2.928, -1.025, -0.860], [-1.916, -0.975, -1.826], [-2.595, -1.057, 0.461], [-0.575, -1.020, -1.465], [-1.208, -0.949, 0.900], [-0.189, -1.074, -0.143], [2.200, -1.661, -0.774], [0.350, 2.438, 0.707], [1.238, -1.120, 0.281], [1.621, 2.679, 1.090], [-1.894, 0.564, 2.383], [-3.961, -1.058, -1.169], [-2.186, -0.936, -2.873], [-3.363, -1.092, 1.222], [0.168, -1.043, -2.245], [-0.987, -1.570, 1.772], [1.846, -2.620, -1.149], [2.308, -0.975, -1.610], [3.180, -1.811, -0.335], [-0.059, 3.120, -0.033], [1.328, -1.710, 1.197], [1.518, -0.092, 0.541], [2.007, 2.179, 1.873], [2.055, 3.554, 0.849]]
}



{
  "formula": "C11H14N2",
  "method": "ωB97M-V/def2-TZVPD",
  "multiplicity": 2,
  "lumo_ev": [3.409, 3.326],
  "s2": 0.75,
  "fmax_ha_per_bohr": 0.02936,
  "homo_lumo_gap_ev": [2.3, 8.4],
  "charge": -1,
  "elements": ["C", "C", "C", "C", "C", "C", "C", "H", "H", "H", "H", "H", "H", "H", "H", "C", "C", "C", "C", "N", "N", "H", "H", "H", "H", "H", "H"],
  "positions_angstrom": [[-2.373, 2.690, -0.459], [1.227, 1.615, -0.951], [-0.075, 2.029, -1.191], [1.665, 1.418, 0.359], [-1.021, 2.064, -0.164], [0.717, 1.429, 1.360], [-0.613, 1.739, 1.131], [1.978, 1.595, -1.732], [-0.344, 2.421, -2.168], [2.705, 1.195, 0.555], [0.999, 1.231, 2.393], [-3.148, 2.018, -0.830], [-2.201, 3.474, -1.205], [-1.323, 1.899, 1.932], [-2.723, 3.240, 0.420], [-0.535, -2.285, -1.645], [-0.031, -2.068, 0.839], [0.243, -2.583, -0.396], [1.824, -3.189, 0.918], [0.973, -2.436, 1.667], [1.422, -3.291, -0.311], [-0.916, -1.604, 1.261], [1.124, -2.237, 2.654], [-0.211, -2.960, -2.438], [-0.523, -1.218, -1.847], [2.733, -3.630, 1.293], [-1.574, -2.555, -1.445]]
}